The following is a quantum chemistry calculation of a structure of composition CH2N3O in a non-equilibrium geometry, from the OMol25 dataset.

Values from the calculation:
- Energy above the lowest of the compared OMol25 structures with the same formula, charge and spin: 2.171 eV
- E_HOMO (alpha / beta): -2.401 / -2.403 eV
- 2S+1: 1
- Charge: -1
- Orbital gap (alpha / beta): 0.266 / 0.266 Eh

Last column: Mulliken charge in e.
Element x y z (Å)
C: -0.685 0.077 -0.999  0.41
N: -1.583 0.804 -1.229  -0.61
N: 0.710 0.378 1.003  -0.65
N: 0.178 -0.729 -0.421  0.11
O: 1.062 -1.451 -0.947  -0.68
H: 0.003 1.037 0.786  0.22
H: 0.314 -0.116 1.807  0.20